Formula: C9H14
Source: OMol25
Level of theory: ωB97M-V/def2-TZVPD

The geometry in XYZ format:
```
23
Properties=species:S:1:pos:R:3:mulliken_charge:R:1
C -0.1625 1.0193 3.2759 -1.461
C 1.3266 1.8056 1.4427 -0.355
C 0.0946 1.2902 1.8367 0.828
C 1.6463 1.9224 0.0978 -0.438
C 0.6841 1.6495 -0.8582 -0.455
C -0.8865 1.0621 0.8622 -0.353
C -0.5980 1.2664 -0.4788 -0.611
H 2.0274 2.0408 2.2412 0.367
H 2.6176 2.2490 -0.2393 0.372
H -1.1793 0.6931 3.5196 0.346
H 0.0628 1.8306 3.9739 0.350
H 0.8926 1.7260 -1.9146 0.405
H -1.8942 0.9513 1.2506 0.296
H -1.4534 1.4100 -1.1351 0.401
H 0.4299 0.1808 3.6397 0.299
C -0.6127 -1.8849 -2.2558 -0.601
C -0.3398 -3.3772 -2.0972 -0.976
H -1.2238 -1.6608 -3.1248 0.322
H -1.0457 -1.4718 -1.3520 0.161
H 0.3324 -1.3756 -2.4349 0.228
H 0.0503 -3.7605 -3.0459 0.286
H -1.2135 -3.9801 -1.8407 0.293
H 0.4448 -3.5864 -1.3631 0.296
```

Computed properties:
SMILES: Cc1ccccc1.CC
LUMO: 1.00 eV
E: -351.3148 a.u.
Orbital gap: 9.987 eV